C6H18BeN8O10 as an isolated structure in a non-equilibrium geometry, computed with the ωB97M-V functional and the def2-TZVPD basis.

Last column: Löwdin charge in e.
Positions of all 43 atoms, in Å:
Be1 0.783 0.425 0.105  0.67
O1 6.513 2.389 -1.484  0.14
C1 5.249 1.944 -1.276  -0.81
O2 4.913 0.762 -1.355  0.12
O3 4.355 2.694 -0.922  0.15
H1 6.979 1.550 -1.508  0.11
O4 3.811 -4.054 3.692  0.12
C2 3.133 -3.085 3.057  -0.90
O5 2.666 -3.268 1.999  0.16
O6 3.196 -1.964 3.552  0.11
H2 4.289 -3.575 4.373  0.11
C3 0.672 -3.540 -3.956  -0.84
O7 0.227 -2.713 -3.160  0.01
N1 1.169 -4.596 -3.539  0.16
N2 0.720 -3.491 -5.242  0.17
H3 1.388 -4.558 -2.553  0.14
H4 1.797 -5.139 -4.114  0.12
H5 1.077 -4.329 -5.678  0.11
H6 0.256 -2.805 -5.821  0.12
C4 0.040 4.782 4.038  -0.85
O8 -0.104 4.052 3.124  0.08
N3 -0.840 5.445 4.679  0.16
N4 1.193 5.229 4.471  0.15
H7 -0.504 5.916 5.507  0.11
H8 -1.768 5.198 4.367  0.13
H9 2.037 4.983 3.974  0.12
H10 1.150 5.819 5.290  0.10
C5 -3.047 2.684 -3.599  -0.76
O9 -2.382 2.469 -2.605  0.02
N5 -3.347 3.906 -4.043  0.15
N6 -3.517 1.683 -4.309  0.16
H11 -3.110 4.779 -3.593  0.11
H12 -4.047 4.038 -4.759  0.10
H13 -3.028 0.805 -4.214  0.12
H14 -4.122 1.973 -5.064  0.10
C6 -3.372 -2.845 2.314  -0.75
O10 -3.038 -1.630 2.109  -0.03
N7 -4.537 -3.202 2.749  0.15
N8 -2.563 -3.835 2.252  0.17
H15 -4.734 -4.054 3.253  0.11
H16 -5.122 -2.416 2.995  0.12
H17 -1.581 -3.851 2.015  0.13
H18 -2.852 -4.574 2.876  0.11

C6H18Br6N8O4 as an isolated structure in a non-equilibrium geometry, computed with the ωB97M-V functional and the def2-TZVPD basis.

Last column: Löwdin charge in e.
Positions of all 42 atoms, in Å:
C1 -17.945 -21.441 -19.209  -1.53
Br1 -17.769 -20.131 -17.771  0.56
Br2 -19.028 -22.886 -18.436  0.54
Br3 -16.158 -21.931 -19.766  0.58
H1 -18.549 -21.072 -20.037  -0.01
C2 -20.700 -22.926 -15.295  -1.36
Br4 -18.830 -22.178 -15.075  0.52
Br5 -21.986 -22.341 -13.826  0.62
Br6 -20.478 -24.874 -15.041  0.56
H2 -21.117 -22.762 -16.289  -0.06
C3 -20.056 -21.771 -10.182  -0.78
O1 -19.378 -21.914 -9.164  0.01
N1 -21.160 -21.086 -10.279  0.16
N2 -19.754 -22.347 -11.313  0.15
H3 -21.374 -20.628 -9.405  0.12
H4 -21.704 -21.047 -11.129  0.08
H5 -20.343 -22.266 -12.130  -0.04
H6 -18.950 -22.958 -11.290  0.12
C4 -23.987 -21.340 -17.309  -0.80
O2 -22.850 -20.945 -17.552  0.02
N3 -24.359 -22.528 -17.680  0.15
N4 -24.982 -20.685 -16.824  0.18
H7 -23.866 -22.997 -18.427  0.13
H8 -25.341 -22.762 -17.633  0.11
H9 -25.778 -21.243 -16.551  0.12
H10 -24.886 -19.680 -16.782  0.13
C5 -17.252 -18.613 -13.530  -0.81
O3 -18.336 -18.892 -13.092  0.04
N5 -16.372 -18.002 -12.785  0.16
N6 -16.837 -19.020 -14.699  0.15
H11 -16.706 -17.887 -11.838  0.12
H12 -15.400 -18.038 -13.057  0.11
H13 -17.378 -19.692 -15.225  -0.02
H14 -15.984 -18.645 -15.090  0.11
C6 -24.630 -25.616 -14.975  -0.84
O4 -25.310 -26.536 -14.539  0.02
N7 -23.687 -25.844 -15.789  0.16
N8 -24.819 -24.365 -14.748  0.17
H15 -23.102 -25.090 -16.119  0.05
H16 -23.509 -26.784 -16.115  0.13
H17 -25.546 -24.224 -14.061  0.13
H18 -24.222 -23.651 -15.140  0.04

Number 1: E_HOMO -8.01 eV, orbital gap 2.55 eV. Number 2: E_HOMO -9.27 eV, orbital gap 8.27 eV.